{
  "formula": "C74H186N12O26",
  "method": "the ωB97M-V functional and the def2-TZVPD basis",
  "elements": ["C", "C", "O", "O", "H", "H", "H", "H", "H", "H", "C", "O", "C", "C", "N", "C", "C", "O", "C", "H", "H", "H", "H", "H", "H", "H", "H", "H", "H", "H", "H", "H", "H", "H", "C", "O", "C", "C", "N", "C", "C", "O", "C", "H", "H", "H", "H", "H", "H", "H", "H", "H", "H", "H", "H", "H", "H", "H", "C", "O", "C", "C", "N", "C", "C", "O", "C", "H", "H", "H", "H", "H", "H", "H", "H", "H", "H", "H", "H", "H", "H", "H", "C", "O", "C", "C", "N", "C", "C", "O", "C", "H", "H", "H", "H", "H", "H", "H", "H", "H", "H", "H", "H", "H", "H", "H", "C", "O", "C", "C", "N", "C", "C", "O", "C", "H", "H", "H", "H", "H", "H", "H", "H", "H", "H", "H", "H", "H", "H", "H", "C", "O", "C", "C", "N", "C", "C", "O", "C", "H", "H", "H", "H", "H", "H", "H", "H", "H", "H", "H", "H", "H", "H", "H", "C", "O", "C", "C", "N", "C", "C", "O", "C", "H", "H", "H", "H", "H", "H", "H", "H", "H", "H", "H", "H", "H", "H", "H", "C", "O", "C", "C", "N", "C", "C", "O", "C", "H", "H", "H", "H", "H", "H", "H", "H", "H", "H", "H", "H", "H", "H", "H", "C", "O", "C", "C", "N", "C", "C", "O", "C", "H", "H", "H", "H", "H", "H", "H", "H", "H", "H", "H", "H", "H", "H", "H", "C", "O", "C", "C", "N", "C", "C", "O", "C", "H", "H", "H", "H", "H", "H", "H", "H", "H", "H", "H", "H", "H", "H", "H", "C", "O", "C", "C", "N", "C", "C", "O", "C", "H", "H", "H", "H", "H", "H", "H", "H", "H", "H", "H", "H", "H", "H", "H", "C", "O", "C", "C", "N", "C", "C", "O", "C", "H", "H", "H", "H", "H", "H", "H", "H", "H", "H", "H", "H", "H", "H", "H"],
  "positions_angstrom": [[-6.926, -7.494, -3.619], [-6.030, -8.333, -4.565], [-6.658, -8.964, -5.693], [-7.429, -6.330, -4.182], [-6.253, -7.160, -2.830], [-7.810, -7.981, -3.209], [-5.769, -9.272, -4.077], [-5.170, -7.721, -4.838], [-5.931, -9.230, -6.260], [-7.458, -6.459, -5.133], [-7.272, 0.398, 0.413], [-8.067, 0.939, -0.718], [-8.033, 0.125, -1.840], [-8.476, 0.897, -3.204], [-9.946, 1.151, -3.380], [-10.814, -0.016, -3.219], [-10.333, -1.218, -4.058], [-11.369, -2.233, -4.273], [-11.671, -2.964, -3.100], [-7.433, -0.675, 0.516], [-7.690, 0.828, 1.323], [-6.197, 0.576, 0.413], [-8.716, -0.715, -1.714], [-7.007, -0.232, -1.927], [-8.163, 0.382, -4.113], [-7.902, 1.823, -3.188], [-10.248, 1.892, -2.764], [-11.840, 0.308, -3.390], [-10.835, -0.241, -2.153], [-9.425, -1.649, -3.638], [-9.938, -0.844, -5.003], [-12.168, -3.882, -3.414], [-12.311, -2.374, -2.444], [-10.865, -3.129, -2.385], [6.374, 8.842, 3.217], [7.782, 8.651, 2.857], [8.068, 8.083, 1.613], [9.589, 8.063, 1.329], [10.353, 9.366, 1.509], [9.971, 10.355, 0.504], [10.494, 11.764, 0.939], [9.605, 12.613, 1.749], [9.140, 11.954, 2.900], [6.095, 7.897, 3.683], [5.734, 9.112, 2.377], [6.347, 9.656, 3.942], [7.658, 8.623, 0.760], [7.746, 7.072, 1.865], [9.761, 7.613, 0.351], [10.104, 7.312, 1.928], [10.117, 9.726, 2.423], [8.896, 10.288, 0.338], [10.531, 10.101, -0.396], [10.619, 12.376, 0.046], [11.496, 11.793, 1.367], [10.037, 11.664, 3.446], [8.588, 11.022, 2.776], [8.651, 12.709, 3.517], [-5.832, -1.025, -6.989], [-5.843, 0.299, -7.426], [-5.226, 0.442, -8.717], [-4.938, 1.993, -9.076], [-6.116, 2.685, -9.589], [-7.269, 2.510, -8.698], [-8.321, 3.545, -9.168], [-7.835, 4.784, -8.652], [-8.539, 5.951, -9.163], [-5.315, -1.754, -7.614], [-6.893, -1.197, -6.811], [-5.358, -0.945, -6.011], [-5.889, -0.058, -9.423], [-4.230, 0.026, -8.866], [-4.091, 2.142, -9.746], [-4.507, 2.546, -8.243], [-5.916, 3.662, -9.427], [-6.892, 2.740, -7.701], [-7.857, 1.594, -8.642], [-9.197, 3.299, -8.569], [-8.552, 3.716, -10.220], [-8.487, 6.695, -8.368], [-9.582, 5.649, -9.248], [-8.023, 6.416, -10.003], [-0.042, -2.476, -7.457], [-0.624, -2.128, -8.710], [0.355, -2.197, -9.727], [-0.379, -2.046, -11.060], [0.352, -2.248, -12.377], [1.469, -1.351, -12.589], [0.967, -0.003, -13.065], [-0.022, -0.031, -14.036], [-0.307, 1.300, -14.491], [0.987, -2.127, -7.371], [-0.015, -3.556, -7.313], [-0.718, -2.064, -6.708], [0.791, -3.189, -9.606], [1.086, -1.391, -9.676], [-0.919, -1.099, -11.067], [-1.168, -2.799, -11.047], [-0.319, -1.997, -13.089], [2.192, -1.827, -13.251], [2.080, -1.348, -11.686], [1.848, 0.527, -13.427], [0.618, 0.603, -12.229], [-0.940, 1.231, -15.376], [0.589, 1.717, -14.952], [-0.525, 2.043, -13.723], [8.694, 2.790, 7.191], [9.171, 3.966, 6.558], [8.695, 5.160, 7.263], [9.112, 6.417, 6.314], [8.700, 7.705, 6.922], [9.843, 8.212, 7.713], [9.657, 9.645, 8.053], [10.758, 10.429, 7.590], [10.624, 11.892, 7.602], [8.823, 2.572, 8.251], [9.088, 1.868, 6.763], [7.639, 2.522, 7.146], [9.125, 5.227, 8.263], [7.655, 5.107, 7.586], [8.386, 6.347, 5.503], [10.091, 6.379, 5.836], [8.652, 8.380, 6.173], [10.813, 8.020, 7.254], [10.018, 7.789, 8.701], [9.448, 9.797, 9.112], [8.769, 10.025, 7.547], [9.847, 12.216, 8.294], [10.213, 12.203, 6.642], [11.537, 12.419, 7.878], [0.842, 0.994, 12.467], [0.888, 1.579, 11.194], [2.188, 1.636, 10.720], [2.343, 1.703, 9.199], [1.974, 0.392, 8.605], [2.118, 0.355, 7.143], [1.389, -0.968, 6.507], [-0.051, -0.876, 6.667], [-0.825, 0.210, 6.237], [1.542, 0.169, 12.600], [-0.189, 0.692, 12.651], [1.038, 1.777, 13.199], [2.847, 0.820, 11.018], [2.481, 2.577, 11.184], [3.316, 1.970, 8.788], [1.617, 2.419, 8.814], [0.964, 0.372, 8.606], [3.171, 0.368, 6.862], [1.783, 1.234, 6.591], [1.905, -1.740, 7.077], [1.848, -0.908, 5.520], [-0.576, 0.610, 5.255], [-0.631, 1.034, 6.923], [-1.867, -0.107, 6.293], [-4.097, -10.957, 3.665], [-4.712, -9.761, 3.061], [-5.134, -9.938, 1.712], [-4.144, -10.061, 0.580], [-3.234, -8.908, 0.458], [-1.874, -9.328, 0.346], [-1.480, -10.403, -0.795], [-1.997, -10.058, -2.101], [-1.546, -8.816, -2.601], [-3.267, -11.370, 3.093], [-4.803, -11.763, 3.868], [-3.478, -10.573, 4.476], [-5.836, -9.149, 1.442], [-5.789, -10.808, 1.755], [-4.797, -10.104, -0.291], [-3.565, -10.971, 0.741], [-3.397, -8.399, 1.315], [-1.725, -9.672, 1.369], [-1.312, -8.411, 0.172], [-1.701, -11.389, -0.387], [-0.395, -10.492, -0.853], [-1.904, -8.003, -1.970], [-1.841, -8.697, -3.644], [-0.471, -8.697, -2.739], [2.897, -9.103, 2.633], [3.120, -8.725, 1.288], [4.514, -8.616, 0.914], [4.547, -7.108, 0.639], [5.475, -6.580, -0.347], [6.892, -6.569, 0.201], [7.953, -5.712, -0.678], [8.139, -6.346, -1.976], [9.035, -7.412, -1.975], [2.843, -10.191, 2.630], [2.008, -8.676, 3.098], [3.559, -8.780, 3.436], [4.618, -9.176, -0.015], [5.095, -8.908, 1.789], [4.551, -6.452, 1.510], [3.608, -6.810, 0.172], [5.381, -7.016, -1.254], [7.254, -7.557, 0.486], [6.751, -5.904, 1.053], [8.945, -5.529, -0.265], [7.586, -4.729, -0.973], [8.868, -7.811, -2.976], [8.915, -8.224, -1.258], [10.046, -7.010, -1.908], [-2.027, 3.802, -1.911], [-1.914, 3.348, -3.232], [-1.888, 1.942, -3.539], [-1.069, 1.702, -4.748], [0.322, 1.874, -4.382], [1.329, 1.759, -5.424], [2.804, 1.683, -4.866], [3.178, 0.238, -4.739], [4.595, -0.062, -4.932], [-1.815, 4.855, -1.723], [-1.374, 3.266, -1.223], [-3.081, 3.635, -1.689], [-2.946, 1.977, -3.797], [-1.607, 1.283, -2.718], [-1.144, 2.425, -5.560], [-1.035, 0.660, -5.066], [0.401, 2.688, -3.789], [1.302, 2.548, -6.175], [1.082, 0.849, -5.971], [2.855, 2.359, -4.012], [3.447, 2.263, -5.528], [4.963, 0.250, -5.909], [4.833, -1.124, -4.884], [5.263, 0.446, -4.237], [2.192, 5.280, -0.311], [1.967, 5.639, 1.024], [1.310, 4.587, 1.776], [0.670, 5.168, 2.990], [-0.431, 6.026, 2.601], [-1.060, 6.749, 3.692], [-1.966, 5.946, 4.654], [-1.171, 5.338, 5.546], [-1.740, 4.841, 6.774], [1.304, 5.377, -0.936], [2.831, 4.402, -0.211], [2.791, 6.012, -0.852], [2.024, 3.891, 2.218], [0.672, 3.977, 1.136], [1.460, 5.828, 3.348], [0.485, 4.366, 3.704], [-0.036, 6.745, 2.012], [-1.801, 7.438, 3.287], [-0.332, 7.435, 4.125], [-2.581, 5.236, 4.102], [-2.468, 6.707, 5.251], [-0.924, 4.525, 7.424], [-2.549, 4.118, 6.673], [-2.214, 5.681, 7.280], [-8.862, -3.856, 9.878], [-8.044, -3.148, 8.904], [-8.501, -2.961, 7.540], [-7.434, -2.343, 6.579], [-6.229, -3.066, 6.273], [-6.315, -4.057, 5.191], [-4.946, -4.105, 4.490], [-4.150, -4.885, 5.410], [-3.316, -5.829, 4.917], [-9.181, -4.834, 9.519], [-9.679, -3.151, 10.029], [-8.296, -4.056, 10.788], [-9.313, -2.236, 7.487], [-8.868, -3.940, 7.233], [-7.105, -1.393, 7.000], [-8.001, -2.044, 5.697], [-5.968, -3.549, 7.121], [-7.018, -3.627, 4.477], [-6.533, -5.107, 5.385], [-4.578, -3.081, 4.414], [-5.013, -4.524, 3.486], [-3.818, -6.285, 4.064], [-3.053, -6.488, 5.745], [-2.334, -5.404, 4.708], [5.484, 0.902, 1.437], [5.050, 0.032, 0.439], [3.979, -0.828, 0.950], [3.411, -1.446, -0.279], [2.169, -2.194, 0.086], [1.119, -1.419, -0.565], [-0.198, -2.305, -0.490], [-0.398, -3.307, -1.583], [-1.764, -3.665, -1.609], [5.294, 0.537, 2.446], [5.100, 1.921, 1.469], [6.539, 1.113, 1.261], [3.220, -0.171, 1.375], [4.301, -1.583, 1.667], [4.193, -2.052, -0.735], [3.142, -0.618, -0.935], [2.301, -3.125, -0.283], [1.438, -1.225, -1.589], [0.916, -0.615, 0.142], [-0.975, -1.554, -0.348], [-0.089, -2.947, 0.384], [-2.076, -4.296, -0.778], [-1.888, -4.193, -2.555], [-2.437, -2.808, -1.643]],
  "atomic_forces_ev_per_a": [[0.40, -0.67, -0.42], [-0.75, -1.34, 0.97], [-0.65, 1.36, -0.67], [-0.03, 1.24, -1.12], [-0.01, -0.39, 0.35], [0.41, -0.89, 0.17], [0.96, 0.70, 1.26], [0.07, -0.06, -0.14], [-0.13, -0.09, -0.20], [-0.24, 0.14, -0.17], [-1.62, 0.18, -0.52], [0.96, 0.48, 2.06], [-0.22, 0.08, -2.12], [-0.55, -0.37, 1.65], [1.44, 0.13, -0.34], [0.41, 0.19, 0.82], [-0.92, 0.00, 0.00], [1.80, 1.02, 0.23], [-0.54, 0.69, 0.44], [-0.04, -0.17, -0.29], [0.02, 0.27, -0.18], [-0.01, 0.33, -0.67], [0.08, -0.37, 0.11], [0.08, -0.33, -0.59], [0.29, -0.43, 0.34], [-0.41, 0.27, -0.09], [0.02, -0.04, 0.08], [-0.01, -0.25, -0.76], [0.04, -0.75, 0.31], [-0.20, -0.44, 0.55], [-0.79, -0.08, -0.47], [0.15, 0.05, 0.23], [-0.80, 0.05, -0.19], [0.85, -0.50, -0.65], [1.70, -0.56, -0.21], [-0.44, 2.44, 0.94], [1.02, -0.59, 0.55], [0.95, 0.41, 1.05], [-0.96, -1.75, -0.45], [1.19, 0.59, 1.26], [-1.40, 1.22, -0.65], [0.15, -1.36, -1.28], [1.29, 0.38, 0.72], [-0.63, 0.12, -0.01], [0.12, -0.19, -0.17], [0.04, -0.14, 0.03], [-0.97, -0.29, 0.12], [-0.24, -0.65, -1.82], [-0.18, 0.63, -0.49], [-0.18, 0.18, 0.66], [-0.01, -0.20, 0.15], [-0.12, 0.75, -0.37], [-0.28, 0.03, -0.28], [-0.21, -0.08, -0.21], [-0.03, -0.78, 0.49], [0.20, -0.21, 0.59], [-0.59, 0.29, -0.40], [-0.42, -0.26, -0.13], [-0.68, 0.55, 1.52], [1.72, 1.20, -1.91], [0.35, 2.45, -0.43], [-0.57, -1.19, 0.36], [0.01, -1.01, 0.03], [-0.75, 1.30, -1.30], [0.61, 0.64, 2.32], [0.04, 1.43, -0.59], [0.66, -0.96, 1.68], [-0.23, 0.11, -0.16], [0.02, -1.14, -0.09], [0.20, -0.76, 0.17], [-0.01, 0.36, -0.50], [0.09, -0.71, 0.86], [-0.24, -0.78, -0.78], [-0.37, -0.44, 1.11], [-0.02, 0.41, -0.50], [-0.81, 0.13, 0.48], [0.98, -0.66, -0.51], [-0.69, 0.03, -0.41], [0.24, -0.94, -0.19], [-0.06, -0.01, 0.12], [-0.08, 0.45, -0.73], [-0.41, -0.46, -0.52], [-0.71, 0.00, -0.15], [0.42, 0.47, 0.23], [-0.51, -0.31, -1.04], [-0.42, -0.59, -1.14], [-0.34, -0.48, 1.84], [-0.40, -0.83, -0.01], [1.81, 1.04, 1.00], [-0.77, 0.35, -0.54], [1.35, -0.56, -1.08], [-0.07, 0.39, 0.18], [-0.04, -0.27, -0.16], [0.38, 0.10, 0.19], [0.66, 0.01, -0.53], [0.33, -0.05, 0.60], [0.11, 0.40, 0.24], [-0.03, -0.10, -0.09], [-0.27, -0.37, -0.11], [-0.32, 0.14, -0.78], [-0.24, 0.82, 0.29], [0.21, 0.35, -0.33], [-0.19, -0.02, 0.43], [-0.78, 0.01, 0.71], [0.62, -0.04, 0.05], [-0.83, -0.43, 0.25], [-0.41, -1.82, -0.04], [-1.27, 0.16, 1.74], [1.92, 0.70, -1.05], [-3.44, -1.06, 0.68], [2.20, -0.76, 0.78], [0.39, -0.30, 0.92], [-0.33, 2.32, -0.73], [0.82, 1.10, 0.33], [-1.35, -1.39, 0.13], [0.96, 1.22, 0.52], [0.76, 0.44, -0.63], [-0.76, 1.12, -0.73], [0.98, 0.00, -0.02], [-0.56, 0.13, -1.19], [0.17, -0.43, -0.40], [0.34, -0.18, 0.67], [-0.33, 0.03, -0.36], [0.07, 0.39, -0.60], [-0.78, -1.12, -0.08], [0.34, 0.11, 0.25], [-0.41, -0.02, -0.16], [0.02, -0.19, 0.48], [0.49, 0.10, -0.32], [0.16, -0.52, -0.28], [-0.78, 0.66, 0.47], [-1.13, -1.73, -0.99], [1.68, 1.51, -0.56], [-1.68, -0.70, -0.56], [-0.48, 0.34, -1.02], [0.17, -1.22, -0.57], [1.14, 4.13, 1.43], [1.68, -2.22, -0.10], [0.91, 0.65, 0.33], [-0.09, -0.09, -0.11], [0.09, -0.31, -0.09], [0.38, -0.02, 0.39], [-0.25, -0.23, 0.53], [1.39, 0.18, -0.25], [0.24, 0.11, 0.72], [0.07, 0.61, -0.03], [-0.46, -0.38, 1.13], [0.32, -0.60, 0.10], [-0.72, 0.46, 0.21], [-1.20, -0.63, -0.04], [-1.00, -0.56, -0.70], [0.00, -0.36, -0.38], [-0.42, 0.37, 0.16], [0.14, 0.08, -0.07], [0.70, 1.57, -0.93], [1.26, -0.86, 0.14], [-1.29, -0.45, 0.58], [0.15, 0.35, 0.51], [-2.64, -0.46, -0.99], [1.06, -0.07, -0.31], [-0.13, 1.92, 1.00], [0.19, -1.01, 0.91], [0.21, 0.24, -0.08], [-0.29, -0.13, -0.97], [-0.15, 0.32, 0.34], [-0.95, -0.09, 0.75], [0.18, 0.56, 0.49], [0.02, -0.49, -0.57], [0.31, -0.55, -0.32], [-0.05, -0.27, -0.39], [0.62, 0.41, 0.02], [1.60, -0.82, -0.13], [0.44, -0.16, 0.15], [-1.09, -0.16, -0.99], [0.33, 0.67, 0.05], [-0.13, 0.17, -0.22], [-0.87, -0.17, 0.19], [0.52, -0.46, 0.75], [-0.46, -0.72, 0.31], [-0.11, -0.22, 1.10], [-1.98, 1.64, 0.63], [0.07, 1.04, -1.85], [2.55, 0.29, 0.78], [-0.25, 2.43, -1.36], [-1.31, -1.69, -1.40], [-0.87, 0.61, 1.42], [0.34, 0.10, -1.26], [-0.14, -0.13, 0.56], [-0.76, -0.07, -1.01], [1.28, 0.12, -0.62], [0.58, -0.20, 0.24], [0.51, -0.34, -0.53], [0.42, -0.43, 0.43], [-0.49, -0.72, 0.20], [0.18, -0.21, 0.04], [0.25, 0.03, 0.00], [0.31, -0.48, 0.62], [-0.04, -0.44, 0.71], [-0.56, -0.08, 0.49], [0.51, -0.45, 0.03], [-0.42, 0.18, 0.38], [0.35, -0.23, 0.10], [-0.82, -1.07, 0.35], [2.68, 1.56, -0.47], [-2.46, 1.55, -0.12], [2.72, 0.04, -0.55], [1.44, -0.12, 1.45], [0.49, -0.33, 0.74], [-1.07, -1.02, -1.14], [1.00, 1.68, 0.08], [-0.32, 0.88, -0.18], [0.11, 0.12, -0.92], [-0.05, -0.35, 0.12], [-0.12, 0.07, 0.96], [-0.33, -2.07, -0.09], [-0.03, 0.15, 0.13], [-1.58, -0.19, -0.35], [-1.17, -0.03, -0.37], [0.37, 0.26, -0.26], [-0.12, 0.51, -0.12], [0.33, -0.21, -0.03], [0.02, -0.94, 1.10], [0.37, -0.76, -0.72], [-0.38, 0.21, -0.37], [-0.79, -0.08, 0.31], [-0.29, 0.10, 0.47], [0.94, 0.66, 0.02], [-0.97, 0.14, 0.92], [0.84, -0.23, -0.33], [0.44, 1.05, -0.79], [-1.17, -0.48, 0.30], [-1.31, 0.26, -0.56], [0.79, 1.88, -0.70], [2.22, -3.08, 2.81], [-0.04, 1.43, -0.57], [-0.50, -1.38, 0.17], [-0.62, -0.71, -1.22], [0.57, 0.46, 0.72], [0.75, -0.17, -0.47], [-0.40, 0.30, -0.11], [0.40, -0.15, 0.89], [-0.57, 0.36, 0.04], [0.08, -0.18, -0.40], [0.03, 0.12, -0.69], [0.07, -0.27, 1.13], [-0.49, 0.24, -0.14], [-1.20, 0.21, -0.48], [-0.10, -0.34, -0.34], [0.32, -0.49, -0.40], [-0.09, 0.33, 0.18], [0.18, 1.10, -1.71], [1.12, -0.04, -0.13], [0.23, -0.36, 0.82], [-0.62, 0.10, 1.20], [-0.35, -1.36, 0.08], [0.85, 1.27, -1.31], [-0.26, -0.35, 1.37], [-1.66, 2.15, 0.51], [1.24, -0.45, -0.16], [-0.30, 0.04, -0.30], [-0.48, -0.60, 0.62], [0.21, 0.52, -0.18], [-0.43, -0.02, 0.33], [-0.05, -0.04, -0.59], [-0.20, 0.12, 0.38], [0.14, -0.29, -0.34], [0.46, 0.09, 0.21], [-0.30, -0.30, -0.15], [-0.53, 0.11, 0.58], [0.30, -0.02, 0.01], [0.15, -0.47, -0.01], [0.63, -0.71, -0.14], [-0.55, -0.63, -0.17], [0.22, 0.14, -0.93], [1.12, 0.80, 0.47], [-0.97, -0.76, 1.00], [0.59, 1.40, -1.08], [-0.28, -0.52, 0.75], [2.03, 0.80, -0.58], [-1.79, -3.60, 0.58], [1.45, -0.35, -0.73], [-0.06, 2.43, 1.36], [0.10, -0.24, -0.84], [0.36, -0.39, 0.07], [-1.00, 0.12, -0.64], [0.29, -0.46, 0.31], [-0.11, -0.09, 0.43], [0.33, 0.19, 0.15], [-0.20, -0.19, -0.24], [0.37, -0.14, -0.27], [-0.63, -0.11, -0.29], [-0.71, 0.77, -0.04], [0.10, 0.66, -0.77], [-0.80, -0.61, -0.51], [-0.22, 0.44, 0.45], [0.16, -0.16, 0.19], [-0.20, -0.26, 0.13], [0.07, 0.29, 0.06]],
  "spin_multiplicity": 1,
  "e_above_lowest_kcal_mol": 332.4,
  "gap_ev": 8.464,
  "lumo_energy_ev": 0.10
}